No. 1
This record from OMol25 describes a molecular structure, C33H32Br2N6O2SiSn. The level of theory is ωB97M-V/def2-TZVPD.

Calculated values
Largest force on an atom in eV/Å: 0.6
Total charge: +2
Frontier orbital gap (spin up / spin down) in Eh: 0.2695 / 0.2433
Energy above the lowest of the compared OMol25 structures with the same formula, charge and spin in kJ/mol: 37.0
Electronic energy in eV: -201558.3800

Positions of all 77 atoms, in Å:
Sn  -0.63093  -1.10276  -0.45381
O  4.63883  0.30796  4.39260
C  5.37902  -0.02208  3.55644
O  6.08480  -0.32278  2.68284
C  3.24579  -1.95352  2.46374
C  3.33875  -2.46824  1.20330
C  2.15230  -2.44670  0.47383
N  1.03607  -1.89415  0.98179
C  0.96959  -1.52084  2.27254
C  2.10850  -1.51991  3.07637
C  -0.39295  -1.24262  2.80525
C  -0.61518  -0.76221  4.08595
C  -1.92613  -0.64768  4.53000
C  -2.95917  -1.01894  3.68975
C  -2.64486  -1.46773  2.41442
N  -1.39324  -1.57782  1.98377
C  2.00224  -3.10303  -0.85477
C  3.03040  -3.78707  -1.48624
C  2.75956  -4.41728  -2.69408
C  1.48399  -4.34294  -3.22706
C  0.51720  -3.63187  -2.53136
N  0.77336  -3.03604  -1.37292
H  4.25729  -2.88198  0.81198
H  2.08683  -1.22482  4.11640
H  0.20277  -0.48334  4.73441
H  -2.13142  -0.28248  5.52747
H  -3.99097  -0.96525  4.00721
H  -3.42328  -1.74448  1.71277
H  4.01748  -3.84964  -1.05216
H  3.53831  -4.96707  -3.20557
H  1.23362  -4.82808  -4.15992
H  -0.49402  -3.53641  -2.91220
Br  -3.94908  -2.38317  -2.15780
C  -5.11509  -1.28839  -3.24070
Br  -4.92136  0.58817  -2.88186
H  -6.13184  -1.57508  -3.01178
H  -4.86554  -1.46736  -4.27674
C  1.20956  2.02631  3.12054
Si  0.90830  2.06045  1.27172
C  2.43588  1.35167  0.47597
C  0.63822  3.78125  0.60924
N  -0.53551  1.08001  0.77004
C  -1.77314  1.52096  1.05368
C  -2.93041  1.06044  0.33766
C  -4.19138  1.50935  0.63715
C  -4.38891  2.42735  1.67065
C  -3.29250  2.91302  2.38588
C  -2.02390  2.48967  2.08280
H  2.07860  2.65936  3.32345
H  1.47527  1.02096  3.45789
H  0.39840  2.38500  3.75144
H  3.30365  1.76422  0.99924
H  2.51537  1.65067  -0.56808
H  2.51360  0.26428  0.54070
H  1.54209  4.37974  0.74823
H  -0.18257  4.30937  1.09498
H  0.42462  3.74959  -0.46229
H  -2.81884  0.38549  -0.49991
H  -5.03435  1.16461  0.05251
H  -5.38559  2.77631  1.90631
H  -3.44489  3.63458  3.17746
H  -1.19318  2.87784  2.65077
N  2.46748  0.66013  -3.42839
C  2.18972  -0.15531  -2.39563
N  0.90616  -0.21326  -2.12737
C  0.29117  0.63160  -3.05906
C  -1.05772  0.94189  -3.25019
C  -1.36510  1.81985  -4.26711
C  -0.36801  2.37845  -5.08532
C  0.96509  2.07400  -4.91363
C  1.26911  1.19013  -3.88202
H  3.38553  0.83800  -3.80181
H  2.96639  -0.68755  -1.86861
H  -1.84245  0.50708  -2.64213
H  -2.39944  2.08156  -4.44608
H  -0.65715  3.06082  -5.87296
H  1.72915  2.49776  -5.55165



No. 2
This record from OMol25 describes 2 unconnected molecules or ions with the total composition C4H11N3O2 in a non-equilibrium geometry. The level of theory is ωB97M-V/def2-TZVPD.

Calculated values
SMILES string: [H]/N=C(/N)NC.CC(=O)O
Largest force on an atom in eV/Å: 3.2
Total charge: 0
Frontier orbital gap in Eh: 0.3491
Energy above the lowest of the compared OMol25 structures with the same formula, charge and spin in kJ/mol: 164.0
Electronic energy in eV: -12891.1302

Positions of all 20 atoms, in Å:
C  -0.99143  -1.62478  -2.05510
C  1.16780  -1.28429  -0.92564
N  1.92908  -1.76406  -1.83384
N  -0.17527  -1.09177  -0.97299
N  1.74374  -1.02975  0.34303
H  1.57246  -1.77866  -2.78155
H  -1.32258  0.06050  2.22030
H  -0.64722  -0.85591  -0.10588
H  2.31291  -1.75449  0.77974
H  2.37236  -0.22482  0.34362
H  -1.43214  -2.57955  -1.76873
H  -0.46560  -1.62747  -3.00439
H  -1.77368  -0.88099  -2.22518
C  -0.58693  2.07622  0.04476
C  -0.85647  1.85440  1.50094
O  -1.67049  0.70689  1.60491
O  -0.31878  2.24664  2.48461
H  0.51046  1.95568  -0.05206
H  -0.72740  3.07714  -0.32679
H  -0.85755  1.28487  -0.64192



No. 3
This record from OMol25 describes a molecular structure, C19H39BClMgN2NaO11P in a non-equilibrium geometry. The level of theory is ωB97M-V/def2-TZVPD.

Calculated values
Largest force on an atom in eV/Å: 7.2
Total charge: +1
Frontier orbital gap in Eh: 0.1263
Electronic energy in eV: -78166.3671

Positions of all 76 atoms, in Å:
C  -3.49408  -3.06698  2.01008
C  -2.60427  -1.82609  2.61489
C  -2.28784  -0.73954  1.42829
C  -2.25396  0.78574  1.94796
C  -2.99734  1.67589  0.78144
C  -0.77880  1.41846  2.11688
C  -0.26467  1.72867  0.60103
N  0.08189  1.83290  -0.55911
B  0.34703  0.37601  2.72587
O  1.69453  0.40307  2.14341
O  0.10452  -0.59347  3.75750
C  1.33460  -1.30445  4.14019
C  -0.72269  2.83674  2.89098
C  0.80297  3.34651  3.12389
N  1.92708  3.80685  3.21323
P  -1.73553  2.95398  4.49133
C  -1.82755  1.31421  5.43067
C  -3.56327  3.32894  3.97129
C  -4.64261  2.31519  4.65004
H  -3.78164  -2.89087  0.91244
H  -4.38788  -3.28359  2.70067
H  -2.81357  -4.01081  2.00898
H  -1.65203  -2.31537  3.03049
H  -3.20916  -1.27936  3.44437
H  -1.38142  -1.05448  0.79370
H  -3.20727  -0.81763  0.71749
H  -2.93072  0.86898  2.86599
H  -2.83314  1.25766  -0.27044
H  -2.77859  2.80428  0.88202
H  -4.13560  1.56311  1.00334
H  1.76290  -0.29556  1.42008
H  2.13070  -0.56189  4.54211
H  1.75009  -1.95009  3.29144
H  1.08769  -2.02113  5.02026
H  -1.17682  3.62148  2.15939
H  -2.05595  0.38818  4.79626
H  -2.59650  1.30865  6.30034
H  -0.79268  1.13588  5.92070
H  -3.67587  3.45018  2.82011
H  -3.77563  4.39336  4.43224
H  -4.46387  2.33693  5.79690
H  -5.75548  2.68147  4.52209
H  -4.62789  1.24628  4.21945
C  4.41922  -0.65349  -0.85173
C  3.77709  -1.77003  -0.02597
C  3.75459  -3.05737  -0.85859
O  2.50741  -1.41615  0.22902
H  3.87098  -0.45962  -1.78140
H  4.47181  0.28735  -0.28714
H  5.44353  -0.92213  -1.13113
H  4.46784  -1.96113  0.80954
H  3.18650  -2.94255  -1.78977
H  3.31640  -3.88983  -0.29807
H  4.77084  -3.34980  -1.13333
Na  -5.74596  4.42157  3.16942
O  3.40136  -0.70246  -3.86611
H  3.58546  0.24407  -3.76138
H  2.46834  -0.73831  -4.13336
Mg  2.27938  0.10075  -1.70009
C  -0.45965  1.65901  -4.97683
O  0.31114  0.89351  -5.89890
C  -0.15579  0.91785  -7.16512
O  -1.13281  1.51474  -7.54702
O  0.65638  0.16292  -7.92141
C  0.28221  0.09515  -9.29807
H  0.00700  1.56714  -3.99232
H  -0.46321  2.71472  -5.25851
H  -1.47974  1.27297  -4.91158
H  0.30891  1.08768  -9.75390
H  -0.70768  -0.35417  -9.40660
H  1.00676  -0.53912  -9.81024
O  4.32166  -4.80685  -4.69169
Cl  5.60768  -4.27208  -4.29369
O  5.47937  -3.62908  -2.99860
O  6.05060  -3.29897  -5.27034
O  6.57271  -5.34458  -4.20535



No. 4
This record from OMol25 describes a molecular structure, C50H42N2OP3SZn. The level of theory is ωB97M-V/def2-TZVPD.

Calculated values
Largest force on an atom in eV/Å: 0.4
Total charge: +1
Frontier orbital gap in Eh: 0.2371
Electronic energy in eV: -144674.7686

Positions of all 100 atoms, in Å:
Zn  1.46147  0.18904  -0.44041
O  2.95804  -1.58329  1.13162
C  2.43380  -1.49831  0.04063
C  2.38239  -2.68761  -0.88021
C  2.52239  -3.95560  -0.31957
C  2.34238  -5.08499  -1.09605
C  2.03128  -4.95407  -2.44567
C  1.91713  -3.69662  -3.01427
C  2.08834  -2.54982  -2.23955
P  2.05134  -0.88198  -3.02046
C  2.93251  -1.21560  -4.58029
C  4.32341  -1.12532  -4.53223
C  5.08269  -1.39891  -5.65777
C  4.45883  -1.74373  -6.84955
C  3.07602  -1.82457  -6.90778
C  2.31364  -1.56626  -5.77633
C  0.29390  -0.65492  -3.43420
C  -0.10440  0.30675  -4.36606
C  -1.43950  0.66052  -4.48574
C  -2.39509  0.08642  -3.65399
C  -2.01078  -0.86603  -2.72191
C  -0.67580  -1.24403  -2.62141
H  2.75423  -4.02631  0.73557
H  2.43979  -6.06894  -0.65610
H  1.88857  -5.83504  -3.05766
H  1.71368  -3.60504  -4.07407
H  4.81499  -0.84699  -3.60662
H  6.16151  -1.33568  -5.60797
H  5.05100  -1.94772  -7.73158
H  2.58624  -2.09634  -7.83353
H  1.23571  -1.65362  -5.83070
H  0.63439  0.79387  -4.99177
H  -1.73430  1.39773  -5.22144
H  -3.43495  0.37160  -3.74317
H  -2.75163  -1.32960  -2.08217
H  -0.38872  -2.02542  -1.92677
N  1.45338  6.83299  -2.78031
C  0.58996  5.86404  -3.11490
S  -0.64221  6.10107  -4.16751
C  0.83561  4.52502  -2.47019
C  -0.16576  3.56555  -2.49094
C  0.05457  2.33506  -1.90619
N  1.21522  2.01921  -1.32245
C  2.19350  2.93200  -1.30545
C  2.04287  4.18664  -1.85838
H  1.32500  7.74393  -3.18968
H  2.15530  6.72716  -2.07037
H  -1.11239  3.78614  -2.96279
H  -0.72016  1.57819  -1.89980
H  3.12955  2.63892  -0.84649
H  2.89277  4.85319  -1.82879
C  0.36357  1.38129  3.01582
P  -0.13912  0.51246  1.49547
C  -1.67960  1.31149  0.94689
C  -2.86142  0.63373  0.66667
C  -3.95226  1.31901  0.15012
C  -3.88238  2.68498  -0.07724
C  -2.71453  3.37390  0.22214
C  -1.61907  2.68863  0.72083
C  -0.44288  -1.24206  1.81699
C  0.06754  -1.87541  2.94278
C  0.00541  -3.25755  3.05727
C  -0.56055  -4.01855  2.04632
C  -1.05387  -3.39580  0.90688
C  -0.98237  -2.01797  0.78894
P  -0.67360  1.65796  4.56233
C  -2.36173  1.09947  4.13037
C  -2.79239  -0.22468  4.04613
C  -4.11609  -0.51800  3.75732
C  -5.02905  0.50754  3.54810
C  -4.61516  1.82842  3.63001
C  -3.29172  2.11977  3.92684
C  -0.05418  0.36699  5.70715
C  1.30172  0.05624  5.80534
C  1.76458  -0.82980  6.76717
C  0.88204  -1.40551  7.66818
C  -0.46325  -1.07211  7.61067
C  -0.92561  -0.19067  6.64539
H  0.61476  2.38556  2.66316
H  1.32405  0.94727  3.30667
H  -2.94931  -0.42276  0.87802
H  -4.86904  0.78178  -0.05604
H  -4.73827  3.21480  -0.47401
H  -2.65560  4.44273  0.06124
H  -0.70729  3.23718  0.93624
H  0.52561  -1.30298  3.73713
H  0.40758  -3.73601  3.94057
H  -0.60781  -5.09557  2.13820
H  -1.47996  -3.98429  0.10453
H  -1.35206  -1.54457  -0.11300
H  -2.09988  -1.03388  4.22742
H  -4.43738  -1.55066  3.70619
H  -6.06440  0.27541  3.33396
H  -5.32390  2.63240  3.48086
H  -2.97570  3.15263  4.01727
H  2.02681  0.50617  5.13738
H  2.82032  -1.06217  6.81494
H  1.24209  -2.09584  8.41905
H  -1.15910  -1.49664  8.32242
H  -1.97722  0.06300  6.62634